# C32H40BFHgN9O3

A structure of composition C32H40BFHgN9O3 in a non-equilibrium geometry (ωB97M-V/def2-TZVPD, the OMol25 dataset).

Computed properties:
LUMO (spin up / spin down): -1.13 / -1.22 eV
Charge: 0
⟨S²⟩: 0.775
Spin multiplicity: 2
Frontier orbital gap (spin up / spin down): 2.9 / 5.8 eV

Cartesian coordinates (Å):
Hg  -2.2791  0.0428  1.0847
C  -2.8110  0.6139  -2.6487
C  -3.1821  -0.7272  -2.1101
C  -3.6358  -1.8576  -2.8028
C  -3.8533  -2.8202  -1.8327
C  -4.3614  -4.2133  -2.0091
N  -3.5379  -2.2770  -0.6415
N  -3.1280  -0.9981  -0.8131
B  -3.6302  -2.9368  0.7610
N  -4.5184  -2.0535  1.6737
N  -4.2506  -0.7441  1.9070
C  -5.2027  -0.2686  2.6981
C  -5.2189  1.1487  3.1614
C  -6.1169  -1.2920  2.9870
C  -5.6476  -2.4070  2.3193
C  -6.2390  -3.7772  2.2772
N  -2.2057  -3.0777  1.3736
N  -1.4056  -2.0101  1.6037
C  -0.2685  -2.4589  2.1192
C  0.8419  -1.5400  2.5012
C  -0.3277  -3.8560  2.2266
C  -1.5739  -4.2088  1.7440
C  -2.1797  -5.5687  1.6249
H  -2.8292  0.6040  -3.7371
H  -1.8182  0.8961  -2.2978
H  -3.5065  1.3738  -2.2879
H  -3.7875  -1.9612  -3.8643
H  -4.5411  -4.4033  -3.0653
H  -5.2970  -4.3555  -1.4669
H  -3.6450  -4.9474  -1.6383
H  -4.1177  -4.0152  0.6556
H  -4.3144  1.6579  2.8332
H  -5.2557  1.1871  4.2501
H  -6.0957  1.6689  2.7723
H  -6.9999  -1.2276  3.6004
H  -7.1420  -3.7998  2.8834
H  -5.5392  -4.5205  2.6613
H  -6.4977  -4.0582  1.2555
H  0.5567  -0.5097  2.2999
H  1.7468  -1.7684  1.9357
H  1.0697  -1.6307  3.5637
H  0.4340  -4.5151  2.6084
H  -1.4822  -6.3157  1.9978
H  -2.4162  -5.7993  0.5855
H  -3.1029  -5.6336  2.2016
F  2.4856  1.0807  -3.7195
C  2.4848  1.6889  -2.4805
C  1.4331  1.3795  -1.6526
C  1.3786  1.9186  -0.3388
C  0.2479  1.6617  0.4851
O  -0.7249  0.9840  -0.0210
C  0.3031  2.1960  1.8333
C  1.4061  2.8762  2.2236
N  2.4897  3.1222  1.4147
C  3.6389  3.7635  1.9723
C  4.9464  3.0260  2.0136
C  4.1885  3.2840  3.2801
C  2.4744  2.7084  0.0918
C  3.4834  3.0521  -0.7909
C  3.5041  2.5570  -2.1288
N  4.5484  3.0321  -2.9883
C  5.9027  2.7902  -2.5540
C  6.4077  1.4249  -3.0261
N  6.3561  1.4285  -4.5252
C  4.9500  1.6306  -5.0064
C  4.4153  2.9444  -4.4183
C  -0.7678  2.0149  2.9131
O  -0.4849  2.3657  4.0564
O  -1.8965  1.5181  2.5626
H  0.6565  0.7079  -1.9851
H  1.4591  3.2675  3.2285
H  3.6918  4.8337  1.7890
H  5.8581  3.5774  1.8233
H  4.9551  2.0108  1.6404
H  4.5654  4.0184  3.9778
H  3.7032  2.4389  3.7486
H  4.2660  3.7318  -0.4851
H  5.9395  2.8299  -1.4676
H  6.5627  3.5727  -2.9556
H  5.7449  0.6417  -2.6580
H  7.4301  1.2265  -2.7058
H  6.7454  0.5694  -4.9086
H  6.9227  2.2149  -4.8543
H  4.3537  0.7882  -4.6693
H  4.9473  1.6598  -6.0957
H  3.3692  3.0472  -4.6917
H  4.9714  3.7756  -4.8784

---

# CH3NO2S

A cluster of 2 separate species, CH3NO2S in total in a non-equilibrium geometry (ωB97M-V/def2-TZVPD, the OMol25 dataset).

Computed properties:
LUMO (spin up / spin down): -0.62 / -0.57 eV
Charge: 0
Relative energy (zero: lowest compared OMol25 entry of this formula, charge and spin): 87.14 kcal per mole
Frontier orbital gap (spin up / spin down): 7.3 / 7.4 eV

Cartesian coordinates (Å):
C  -0.5995  0.9388  0.4611
N  1.3219  -0.7426  -1.6040
O  0.9638  -1.8318  -1.7730
O  -0.0173  -1.5933  0.8239
S  0.7152  -0.3249  0.7373
H  -0.3681  1.5866  1.2150
H  -1.4831  0.3493  0.4884
H  -0.5329  1.6178  -0.3487

---

# C36H65ClO22P3

A cluster of 7 separate species, C36H65ClO22P3 in total in a non-equilibrium geometry (ωB97M-V/def2-TZVPD, the OMol25 dataset).

Computed properties:
LUMO: -3.05 eV
Charge: +1
Frontier orbital gap: 9.0 eV

Cartesian coordinates (Å):
C  1.2210  -0.9561  -1.4075
C  0.3012  0.2699  -1.3162
C  -1.0055  -0.0058  -2.0546
C  -2.2289  0.7347  -1.5231
C  -2.9009  0.0906  -0.2922
C  -2.0354  -0.8409  0.5603
C  -2.9427  -1.6694  1.4752
C  -2.2212  -2.8125  2.2068
C  -1.8771  -2.4841  3.6594
C  -0.8213  -1.4041  3.9103
C  0.4830  -1.4540  3.0780
C  1.6550  -1.4822  4.0726
P  3.3089  -1.2671  3.3534
C  3.8063  -2.6925  2.3216
C  2.9928  -3.9395  2.6280
P  3.3213  -5.1726  1.3360
O  3.0366  -4.5479  0.0510
O  2.4261  -6.4379  1.6618
C  0.9968  -6.1960  1.6577
C  0.4240  -6.0411  3.0688
O  4.8291  -5.5498  1.5459
C  5.2476  -6.8632  1.0351
C  5.1075  -7.0113  -0.4573
P  3.6320  0.7038  2.3775
O  2.1968  1.1917  1.8259
Cl  4.8092  0.2587  0.7478
H  1.7524  -0.9321  -2.3523
H  1.9068  -1.0037  -0.5700
H  0.6348  -1.8657  -1.3735
H  0.8028  1.1444  -1.7196
H  0.0752  0.4801  -0.2761
H  -1.2017  -1.0679  -2.1263
H  -0.8638  0.3384  -3.0781
H  -1.9836  1.7836  -1.3868
H  -2.9546  0.7133  -2.3284
H  -3.8190  -0.4106  -0.5800
H  -3.1941  0.8937  0.3778
H  -1.4683  -1.5664  -0.0111
H  -1.4155  -0.2342  1.2127
H  -3.6904  -2.1180  0.8257
H  -3.4756  -1.0557  2.1944
H  -2.9179  -3.6449  2.2608
H  -1.3820  -3.1760  1.6171
H  -2.7954  -2.1109  4.0939
H  -1.6616  -3.4005  4.1989
H  -0.5244  -1.5169  4.9486
H  -1.2460  -0.4124  3.8207
H  0.5311  -2.2831  2.3826
H  0.5347  -0.5511  2.4796
H  1.5214  -0.7283  4.8409
H  1.6573  -2.4527  4.5624
H  4.2130  -1.2527  4.4229
H  3.8019  -2.4387  1.2668
H  4.8374  -2.9070  2.5850
H  3.1716  -4.3315  3.6243
H  1.9329  -3.7344  2.5445
H  0.5424  -7.0467  1.1754
H  0.7846  -5.2980  1.0922
H  -0.4316  -6.6829  3.2297
H  1.1722  -6.2545  3.8247
H  0.0895  -5.0194  3.2196
H  4.6942  -7.6201  1.5803
H  6.2919  -6.9828  1.2908
H  4.0686  -6.9951  -0.7670
H  5.5080  -7.9814  -0.7153
H  5.6586  -6.2168  -0.9347
H  2.3221  1.9840  1.2744
C  9.8988  -4.5833  -2.4518
C  8.4710  -4.0830  -2.5011
O  7.7191  -5.2879  -2.3265
C  8.5093  -6.1906  -1.6899
O  8.1313  -7.2284  -1.2539
O  9.7860  -5.7442  -1.6227
H  10.5894  -3.8669  -2.0153
H  10.2707  -4.8860  -3.4317
H  8.2380  -3.4011  -1.6809
H  8.2161  -3.6059  -3.4436
C  1.2271  4.7216  2.1763
C  0.0542  5.5178  1.6560
O  0.6269  6.1796  0.5177
C  1.6856  5.4627  0.0909
O  2.2730  5.6432  -0.9229
O  1.9967  4.4789  0.9913
H  0.9261  3.7818  2.6359
H  1.8394  5.2840  2.8837
H  -0.7703  4.8884  1.3216
H  -0.3264  6.2407  2.3708
C  -2.8868  6.4827  -1.6591
C  -3.1632  7.9548  -1.4595
O  -3.5431  8.0059  -0.0710
C  -3.0108  6.9387  0.5505
O  -2.9955  6.7716  1.7316
O  -2.4863  6.0661  -0.3430
H  -2.0969  6.2866  -2.3788
H  -3.7787  5.9247  -1.9471
H  -2.2709  8.5688  -1.5992
H  -3.9624  8.3276  -2.1007
C  -3.7382  11.6771  -4.8177
C  -5.1837  12.0937  -4.6513
O  -5.8429  10.8353  -4.4634
C  -4.9371  9.9520  -3.9968
O  -5.2004  8.8672  -3.5800
O  -3.6849  10.4612  -4.0602
H  -3.0336  12.4046  -4.4248
H  -3.4821  11.4552  -5.8546
H  -5.3435  12.7089  -3.7647
H  -5.5840  12.6098  -5.5193
C  -0.8477  0.9208  -6.8369
C  -2.0007  -0.0589  -6.8868
O  -2.7629  0.3088  -5.7325
C  -2.4793  1.6014  -5.4329
O  -3.0687  2.2533  -4.6348
O  -1.4298  2.0440  -6.1687
H  -0.4849  1.2066  -7.8205
H  -0.0108  0.5521  -6.2407
H  -2.6220  0.0703  -7.7744
H  -1.6843  -1.0966  -6.8223
C  -6.1492  -2.3636  2.9490
C  -7.2831  -2.7196  3.8862
O  -6.5853  -3.1907  5.0445
C  -5.3476  -2.6493  5.0421
O  -4.5761  -2.7072  5.9433
O  -5.0945  -2.0247  3.8599
H  -6.3786  -1.5227  2.2998
H  -5.8275  -3.2092  2.3379
H  -7.8837  -1.8529  4.1656
H  -7.9365  -3.4931  3.4925

---

# C44H33Cl5IIrP3S2

A structure of composition C44H33Cl5IIrP3S2 (ωB97M-V/def2-TZVPD, the OMol25 dataset).

Computed properties:
LUMO (spin up / spin down): -0.25 / -1.20 eV
Charge: 0
⟨S²⟩: 0.755
Relative energy (zero: lowest compared OMol25 entry of this formula, charge and spin): 5.32 kcal per mole
Spin multiplicity: 2
Frontier orbital gap (spin up / spin down): 7.0 / 6.0 eV

Cartesian coordinates (Å):
Ir  0.3369  -0.4238  -0.5382
S  -1.6732  0.1436  0.8026
P  -0.3824  -0.0229  2.3735
C  1.0144  -0.1607  1.4520
P  2.6384  0.2292  1.2696
S  2.7167  0.0906  -0.7715
C  3.2197  1.8680  1.7846
C  3.5847  2.0785  3.1139
C  3.9212  3.3500  3.5494
C  3.9076  4.4146  2.6576
C  3.5635  4.2067  1.3301
C  3.2160  2.9370  0.8943
C  3.7766  -0.8871  2.1204
C  3.2716  -1.9680  2.8307
C  4.1397  -2.8268  3.4924
C  5.5076  -2.6112  3.4297
C  6.0153  -1.5338  2.7115
C  5.1517  -0.6671  2.0645
C  -0.8768  -1.4361  3.4044
C  -0.6139  -2.7237  2.9410
C  -1.0723  -3.8265  3.6431
C  -1.7986  -3.6528  4.8133
C  -2.0692  -2.3731  5.2769
C  -1.6119  -1.2661  4.5766
C  -0.4680  1.3455  3.5563
C  -1.4938  2.2815  3.5339
C  -1.5257  3.2935  4.4832
C  -0.5300  3.3749  5.4465
C  0.4986  2.4418  5.4672
C  0.5269  1.4255  4.5263
H  3.6218  1.2455  3.8069
H  4.2008  3.5096  4.5830
H  4.1731  5.4072  2.9984
H  3.5550  5.0341  0.6324
H  2.9358  2.7685  -0.1381
H  2.2026  -2.1423  2.8453
H  3.7447  -3.6675  4.0481
H  6.1848  -3.2844  3.9399
H  7.0840  -1.3711  2.6596
H  5.5454  0.1805  1.5146
H  -0.0642  -2.8630  2.0162
H  -0.8661  -4.8199  3.2658
H  -2.1564  -4.5142  5.3634
H  -2.6371  -2.2326  6.1877
H  -1.8330  -0.2748  4.9499
H  -2.2520  2.2299  2.7607
H  -2.3232  4.0248  4.4627
H  -0.5521  4.1701  6.1804
H  1.2777  2.5065  6.2161
H  1.3208  0.6863  4.5536
Cl  -0.0435  2.9637  0.9655
C  0.1525  2.7807  -0.7412
C  0.2318  1.5187  -1.3388
C  0.4156  1.5603  -2.7295
Cl  0.5870  0.0454  -3.5696
C  0.4995  2.7170  -3.4905
Cl  0.7031  2.6495  -5.1971
C  0.4158  3.9486  -2.8498
Cl  0.5213  5.4070  -3.7534
C  0.2524  3.9722  -1.4717
Cl  0.1819  5.4992  -0.6728
C  -0.9845  -2.8693  -2.9794
P  -1.4307  -1.7871  -1.5759
C  -2.8408  -0.8583  -2.2831
C  -2.8336  0.5272  -2.3805
C  -3.8898  1.1984  -2.9834
C  -4.9630  0.4880  -3.4947
C  -4.9831  -0.8982  -3.3981
C  -3.9305  -1.5658  -2.7964
C  -2.2975  -2.9470  -0.4564
C  -1.9358  -4.2923  -0.4101
C  -2.5926  -5.1716  0.4385
C  -3.6170  -4.7190  1.2564
C  -3.9952  -3.3852  1.2064
C  -3.3465  -2.5081  0.3513
H  -1.8116  -3.5500  -3.1797
H  -0.0840  -3.4318  -2.7414
H  -0.8103  -2.2615  -3.8627
H  -2.0041  1.0917  -1.9790
H  -3.8683  2.2787  -3.0498
H  -5.7863  1.0103  -3.9649
H  -5.8217  -1.4590  -3.7905
H  -3.9646  -2.6454  -2.7116
H  -1.1257  -4.6616  -1.0217
H  -2.2941  -6.2120  0.4610
H  -4.1230  -5.4036  1.9254
H  -4.7993  -3.0216  1.8334
H  -3.6619  -1.4757  0.3165
I  1.3700  -3.0319  -0.2437